No. 1
# C4H6N2OS

One molecule with the formula C4H6N2OS at a distorted geometry (ωB97M-V/def2-TZVPD, the OMol25 dataset).

Structure (XYZ):
```
14
Properties=species:S:1:pos:R:3
C 1.77 -1.27 0.06
C 1.98 0.03 0.33
C -0.16 -0.32 -0.17
C -1.55 0.09 -0.53
N 0.46 -1.50 -0.28
N 0.77 0.62 0.22
O -1.56 1.64 -0.04
S -2.84 -0.83 0.34
H 2.54 -2.07 0.04
H 2.77 0.53 0.89
H -1.81 0.20 -1.63
H 0.79 1.63 0.43
H -1.81 2.39 -0.56
H -2.00 -1.86 0.74
```

Properties
Spin multiplicity: 1
E_HOMO in Eh: -0.3280
Frontier orbital gap in eV: 9.52
Charge: 0

***

No. 2
# C4H6N2S

C4H6N2S as an isolated structure at a distorted geometry (ωB97M-V/def2-TZVPD, the OMol25 dataset).

Structure (XYZ):
```
13
Properties=species:S:1:pos:R:3
C -0.61 -0.11 -0.43
C 0.28 0.84 0.44
C 2.38 -0.10 -0.17
C 0.35 -0.79 0.44
H -2.99 -1.11 -0.80
H -0.33 -0.29 -1.50
H -0.36 1.32 1.39
H 2.04 2.17 -0.56
H 3.38 0.04 -0.61
H -0.04 -1.36 1.30
N 1.62 0.96 -0.09
N 1.54 -1.20 0.01
S -2.39 0.11 -0.02
```

Properties
Spin multiplicity: 1
E_HOMO in Eh: -0.2934
Frontier orbital gap in eV: 8.26
Charge: 0

***

No. 3
# C4H6N2S

C4H6N2S as an isolated structure at a distorted geometry (ωB97M-V/def2-TZVPD, the OMol25 dataset).

Structure (XYZ):
```
13
Properties=species:S:1:pos:R:3
C 2.75 0.20 0.59
C 1.41 0.45 1.03
C 0.30 -0.17 -1.28
C -0.96 0.16 0.88
H 2.99 -0.90 -0.26
H 3.57 0.51 1.29
H 1.07 0.89 1.97
H -0.89 0.20 -1.54
H 0.73 -0.77 -2.98
H -1.04 -0.02 2.13
N 0.26 0.26 0.16
N 1.26 -0.67 -1.98
S -2.38 -0.06 0.30
```

Properties
Spin multiplicity: 1
E_HOMO in Eh: -0.3177
Frontier orbital gap in eV: 8.56
Charge: 0

***

No. 4
# C4H6N2S

A 2-piece molecular cluster, C4H6N2S overall at a distorted geometry (ωB97M-V/def2-TZVPD, the OMol25 dataset).

Structure (XYZ):
```
13
Properties=species:S:1:pos:R:3
C 0.18 -0.70 1.44
C -0.76 0.00 -0.43
C -2.55 0.58 -1.33
C 1.47 -0.78 0.71
N -0.90 -0.33 0.82
N 1.48 1.40 -1.08
S 0.95 -0.02 -1.02
H 0.31 -0.62 2.50
H -2.41 0.75 -2.40
H -3.27 0.05 -0.74
H 2.32 -0.32 1.08
H 1.60 -1.86 0.69
H 1.57 1.84 -0.26
```

Properties
Spin multiplicity: 1
E_HOMO (spin up / spin down) in Eh: -0.3150 / -0.3048
Frontier orbital gap (spin up / spin down) in eV: 7.89 / 7.85
Charge: 0

***

No. 5
# C4H6N2S

One molecule with the formula C4H6N2S at a distorted geometry (ωB97M-V/def2-TZVPD, the OMol25 dataset).

Structure (XYZ):
```
13
Properties=species:S:1:pos:R:3
C 1.56 -0.53 -0.51
C 2.58 -0.51 0.48
C -0.84 -1.20 -0.37
C -2.59 1.11 -0.39
N 0.30 -0.73 -0.37
N 2.51 -0.40 1.75
S -2.41 -0.79 -0.28
H 1.69 -0.45 -1.56
H 3.61 -0.38 0.10
H 1.55 -0.40 2.06
H -1.63 1.48 -0.19
H -3.20 1.35 0.52
H -3.12 1.44 -1.24
```

Properties
Spin multiplicity: 1
E_HOMO (spin up / spin down) in Eh: -0.2963 / -0.2962
Frontier orbital gap (spin up / spin down) in eV: 7.87 / 7.87
Charge: 0

***

No. 6
# C4H6N2S2

One molecule with the formula C4H6N2S2 at a distorted geometry (ωB97M-V/def2-TZVPD, the OMol25 dataset).

Structure (XYZ):
```
14
Properties=species:S:1:pos:R:3
C 1.20 -0.31 -0.07
C 0.23 -1.31 -0.11
C -1.06 -0.69 0.26
C -0.84 0.71 0.27
H 3.07 0.56 -0.87
H 3.08 -0.96 0.21
H 0.40 -2.43 -0.30
H -3.42 -1.12 -0.91
H -2.36 2.42 1.04
H 0.98 1.84 0.55
N 2.61 -0.02 -0.02
N 0.47 0.93 0.10
S -2.41 -1.69 0.02
S -1.95 2.05 -0.18
```

Properties
Spin multiplicity: 1
E_HOMO in Eh: -0.2860
Frontier orbital gap in eV: 8.46
Charge: 0

***

No. 7
# C4H6N2S2

One molecule with the formula C4H6N2S2 at a distorted geometry (ωB97M-V/def2-TZVPD, the OMol25 dataset).

Structure (XYZ):
```
14
Properties=species:S:1:pos:R:3
C 1.17 -0.41 -1.58
C -0.69 -0.27 0.76
C -0.62 1.05 1.44
C 0.66 0.37 1.09
H -0.35 -1.82 -1.91
H -1.23 0.61 -1.04
H -1.02 -1.18 1.20
H -0.92 1.05 2.53
H -1.03 1.91 0.91
H 1.34 0.02 1.87
N -0.08 -0.93 -1.42
N -1.06 -0.32 -0.65
S 2.25 -0.91 -2.75
S 1.58 0.86 -0.42
```

Properties
Spin multiplicity: 1
E_HOMO in Eh: -0.3062
Frontier orbital gap in eV: 8.88
Charge: 0

***

No. 8
# C4H6N2S2

One molecule with the formula C4H6N2S2 at a distorted geometry (ωB97M-V/def2-TZVPD, the OMol25 dataset).

Structure (XYZ):
```
14
Properties=species:S:1:pos:R:3
C 2.42 -0.95 0.70
C 1.15 -1.51 0.84
C 2.36 0.24 0.00
C 0.32 -0.71 0.06
N 1.08 0.28 -0.42
N -3.72 1.57 -0.45
S -1.26 -0.69 -0.50
S -2.29 1.43 0.42
H 3.37 -1.42 1.11
H 0.97 -2.52 1.21
H 3.26 0.69 -0.41
H 0.53 1.01 -0.89
H -4.38 0.74 -0.23
H -3.79 1.86 -1.45
```

Properties
Spin multiplicity: 1
E_HOMO (spin up / spin down) in Eh: -0.2862 / -0.2862
Frontier orbital gap (spin up / spin down) in eV: 6.94 / 6.94
Charge: 0